# 1
DFT (the ωB97M-V functional and the def2-TZVPD basis) results for 13 unconnected molecules or ions with the total composition C18H62N4O13 at a distorted geometry.

## Properties
Energy above the lowest of the compared OMol25 structures with the same formula, charge and spin ... 1.437 eV
Multiplicity ... 1
HOMO-LUMO gap ... 9.4 eV
Energy ... -52243.8071 eV

The geometry in XYZ format:
```
97
Properties=species:S:1:pos:R:3:forces:R:3:mulliken_charge:R:1
C 3.459 -0.742 -2.978 0.0 -0.3 -0.2 -0.95
C 2.712 -2.073 -2.966 1.3 -0.7 -0.2 -0.46
O 1.782 -2.068 -1.918 1.2 2.0 0.6 0.10
H 4.138 -0.526 -3.811 -0.3 -0.6 -0.1 0.39
H 4.037 -0.545 -2.084 0.0 -0.2 0.5 0.28
H 2.668 -0.026 -3.042 -0.3 0.8 -0.1 -0.01
H 3.336 -2.952 -2.731 0.4 0.3 -0.7 0.49
H 2.163 -2.216 -3.892 0.2 0.0 -0.3 0.29
H 1.210 -2.778 -2.055 -2.1 -1.6 0.0 -0.31
C -0.654 -4.852 -1.885 0.2 0.0 -0.3 -1.60
C -1.207 -3.789 -0.980 1.3 -1.3 -0.9 0.26
O -0.880 -2.639 -1.704 -0.1 1.5 0.2 -0.67
H 0.349 -4.581 -2.237 0.2 -0.4 0.7 0.29
H -1.184 -4.848 -2.806 -0.9 -0.2 -0.8 0.41
H -0.740 -5.810 -1.430 0.3 -1.0 0.2 0.40
H -0.690 -3.913 -0.035 -0.1 0.6 0.5 -0.06
H -2.257 -3.955 -0.877 -0.9 0.3 0.4 0.45
H -0.712 -1.912 -1.085 -0.2 0.0 -0.2 0.36
C -2.895 0.306 -1.707 -0.5 -0.6 1.6 -0.51
C -3.783 1.166 -2.533 0.3 -0.4 -1.3 -0.64
O -4.815 0.439 -3.244 -0.4 1.7 -1.0 -0.57
H -2.381 0.939 -0.973 0.1 0.0 -0.3 0.02
H -2.153 -0.264 -2.203 0.6 -0.6 -0.8 0.32
H -3.473 -0.411 -1.097 -0.1 0.2 -0.3 0.44
H -3.138 1.712 -3.233 -0.2 0.1 -0.1 0.31
H -4.153 1.864 -1.828 -1.2 1.0 0.4 0.17
H -5.255 1.059 -3.925 1.2 -1.4 1.8 0.34
C -4.387 2.181 1.439 0.4 0.0 0.7 -1.51
C -3.000 2.519 1.922 -0.3 -2.3 -2.1 0.36
O -2.652 1.759 3.047 -1.3 0.4 3.1 -0.68
H -4.680 2.657 0.542 -0.1 0.6 -1.0 0.37
H -4.979 2.520 2.218 -1.9 1.1 1.4 0.53
H -4.668 1.148 1.409 0.6 -0.9 -0.4 0.24
H -2.851 3.538 2.086 0.3 1.7 0.1 0.82
H -2.318 2.097 1.220 0.9 0.6 -1.0 -0.63
H -3.187 2.107 3.818 0.9 -0.8 -1.0 0.27
C -1.985 4.329 -1.179 0.5 0.2 -0.3 -0.92
C -0.544 4.554 -0.836 -0.2 -1.6 0.0 -0.02
O -0.351 4.030 0.442 0.7 -0.5 0.5 -0.63
H -2.308 3.305 -1.188 0.3 -0.7 0.1 -0.14
H -2.191 4.749 -2.116 -0.6 0.6 -1.7 0.58
H -2.550 4.851 -0.461 -1.0 0.7 1.0 0.28
H -0.233 5.574 -0.942 0.0 0.8 0.4 0.50
H 0.095 3.997 -1.505 0.3 -0.3 -0.8 -0.22
H -0.255 3.050 0.280 0.0 0.8 0.6 0.21
C 0.340 0.189 0.022 -3.2 4.3 0.2 -0.31
O -0.422 1.370 0.030 3.6 -5.5 -0.1 0.74
N 1.592 0.071 -0.377 2.4 1.8 -2.7 1.34
N -0.121 -0.945 0.438 -3.1 -1.0 1.2 0.48
H 1.844 0.991 -0.729 0.8 0.0 -0.2 -0.18
H 1.837 -0.737 -1.052 -1.0 1.0 1.3 -0.02
H -1.058 -0.820 0.871 0.7 -0.5 -0.4 -0.44
H 0.384 -1.815 0.598 0.5 0.4 -0.2 0.31
C -2.141 -1.586 2.586 -0.9 -9.2 -2.2 0.26
O -2.161 -2.942 2.357 -0.1 6.5 0.6 -0.75
N -1.814 -1.107 3.712 2.3 1.4 7.1 -0.19
N -2.438 -0.700 1.663 -2.2 0.9 -2.7 -0.29
H -1.583 -1.760 4.510 -0.4 0.8 -1.8 0.37
H -1.675 -0.106 3.983 -0.5 -1.3 -1.0 0.14
H -3.048 -1.057 0.905 0.7 0.5 0.8 0.19
H -2.595 0.238 2.007 -0.2 -0.1 -0.2 0.15
C 4.070 0.031 2.095 0.4 0.5 -0.8 -0.85
O 2.868 -0.642 1.748 0.9 -0.8 1.5 -0.44
H 4.716 -0.559 2.761 -0.5 -0.1 -0.2 0.31
H 3.878 0.993 2.597 -0.1 -0.3 -0.1 0.19
H 4.663 0.265 1.172 -0.3 -0.2 0.7 0.26
H 2.519 -0.338 0.897 -0.1 0.6 -0.4 0.21
C 2.556 -3.969 0.413 2.0 1.9 -2.9 -0.71
O 1.699 -3.084 1.035 -1.3 0.0 0.7 -0.14
H 3.392 -3.311 -0.145 -1.7 -1.6 0.7 0.08
H 1.969 -4.529 -0.325 0.4 -0.1 0.2 0.15
H 3.130 -4.579 1.056 0.2 -1.0 1.0 0.35
H 2.223 -2.380 1.405 0.7 0.9 0.6 0.32
C 1.069 -2.741 4.695 -0.4 -0.9 0.1 -0.42
O 0.511 -3.595 3.691 0.9 0.5 -0.4 -0.48
H 0.648 -1.761 4.541 0.3 0.8 0.0 0.07
H 2.208 -2.703 4.683 -1.4 -0.1 0.3 0.20
H 0.587 -3.102 5.649 1.2 0.2 -0.7 0.29
H 0.743 -3.223 2.806 -0.3 -0.6 0.9 0.27
C 0.236 1.125 -3.683 -1.1 -0.9 -0.5 -0.18
O 0.768 0.149 -4.599 -0.8 1.1 -1.5 -0.54
H 0.331 2.087 -4.145 0.2 0.9 0.1 0.55
H 0.740 1.081 -2.729 0.2 -0.1 0.1 -0.27
H -0.848 0.933 -3.523 0.6 0.1 0.1 0.07
H 0.420 0.480 -5.486 0.9 -1.1 1.6 0.32
C 0.890 1.889 2.967 -1.0 0.2 -3.1 -0.03
O -0.156 2.821 3.182 1.0 0.3 0.9 -0.69
H 1.807 2.032 3.461 0.6 0.4 1.9 0.46
H 1.264 2.020 1.917 -0.5 -0.3 0.3 -0.18
H 0.505 0.877 3.022 0.3 -0.4 0.3 -0.11
H -0.997 2.389 3.011 0.2 -0.1 0.1 0.37
C 3.992 2.684 -0.931 2.3 -0.9 -1.2 -0.85
O 2.642 2.655 -0.991 -2.8 1.0 0.6 -0.37
H 4.235 2.036 -1.757 1.6 -0.4 -0.3 0.31
H 4.423 2.309 -0.034 -0.1 -0.4 0.9 0.18
H 4.423 3.643 -1.126 0.2 0.9 0.0 0.34
H 2.489 3.191 -1.766 -1.1 0.1 -0.2 0.20
```
Forces are in eV/Å.

# 2
DFT (the ωB97M-V functional and the def2-TZVPD basis) results for 18 unconnected molecules or ions with the total composition C18H68N2O18 at a distorted geometry.

## Properties
Net charge ... -2
Multiplicity ... 1
HOMO-LUMO gap ... 2.6 eV
Energy ... -59601.8843 eV

The geometry in XYZ format:
```
106
Properties=species:S:1:pos:R:3:forces:R:3:mulliken_charge:R:1
C 4.246 -3.351 -0.499 0.4 0.5 -0.1 -2.05
C 4.423 -2.172 0.506 0.6 -0.6 0.7 2.30
C 4.747 -2.758 1.890 0.6 -1.3 1.4 -1.28
C 6.195 -3.247 2.081 -0.5 -0.3 -0.9 -0.77
C 7.120 -2.134 1.667 1.2 -0.1 0.4 -1.27
C 6.892 -1.544 0.275 0.3 -0.5 0.0 1.65
N 5.485 -1.227 0.121 -0.1 1.5 -0.3 0.42
O 5.212 -0.496 -1.081 0.3 -1.2 0.6 -0.90
C 7.491 -2.495 -0.800 -1.1 -1.0 -0.2 -1.76
C 7.802 -0.298 0.184 -0.9 0.1 -0.7 -1.94
C 3.137 -1.404 0.763 -0.6 1.2 -2.0 -2.54
H 4.356 -2.952 -1.509 -0.2 0.2 0.0 0.42
H 3.307 -3.899 -0.402 -0.1 0.1 0.1 0.42
H 5.079 -4.046 -0.367 -0.1 -0.2 0.1 0.29
H 4.130 -3.621 2.178 -0.4 -0.1 -0.7 0.38
H 4.491 -2.087 2.716 0.3 0.6 -0.3 0.32
H 6.360 -4.137 1.460 0.0 0.1 -0.3 0.31
H 6.392 -3.658 3.075 -0.1 0.5 0.3 0.41
H 8.168 -2.463 1.640 0.0 -0.2 0.3 0.44
H 7.087 -1.357 2.438 -0.2 0.2 -0.2 0.30
H 7.302 -2.077 -1.790 0.2 0.2 0.0 0.37
H 6.944 -3.444 -0.816 0.0 0.0 0.1 0.37
H 8.533 -2.794 -0.653 0.2 0.5 0.0 0.41
H 7.361 0.476 0.815 0.4 0.2 0.1 0.46
H 7.822 0.040 -0.853 -0.4 0.2 0.1 0.36
H 8.850 -0.541 0.375 -0.1 -0.1 0.7 0.39
H 2.223 -2.002 0.785 0.2 -0.4 0.7 0.54
H 2.937 -0.761 -0.105 0.4 0.0 -0.1 0.53
H 3.262 -0.669 1.556 -0.1 -0.4 0.4 0.46
C -3.689 -1.320 -1.406 1.1 0.1 -0.9 -2.13
C -3.364 -0.116 -0.532 -0.1 0.0 1.7 2.33
C -3.521 -0.684 0.924 -1.6 1.4 -1.1 -1.66
C -3.026 0.257 2.002 1.6 -0.6 0.8 -0.75
C -1.525 0.526 1.793 -1.7 0.3 0.4 -1.28
C -1.315 1.123 0.382 2.8 -0.8 0.2 2.21
N -1.990 0.335 -0.666 0.6 -1.0 0.0 1.40
O -1.613 0.612 -2.020 -0.2 0.7 0.8 -0.35
C 0.238 0.947 0.277 0.5 -1.0 -0.8 -1.33
C -1.525 2.631 0.369 -0.8 0.1 -0.9 -1.32
C -4.402 1.019 -0.750 0.8 -0.5 -0.9 -0.56
H -4.675 -1.730 -1.191 0.0 0.1 0.0 0.51
H -2.918 -2.082 -1.258 -0.1 -0.1 0.4 0.47
H -3.575 -1.082 -2.465 -0.5 0.2 0.0 0.00
H -3.126 -1.699 0.952 0.5 0.2 0.3 0.61
H -4.612 -0.782 0.988 -0.1 -0.2 0.4 0.29
H -3.136 -0.241 2.971 -0.2 0.2 0.2 0.37
H -3.414 1.272 2.104 -1.0 -0.3 -0.4 0.35
H -0.948 -0.350 2.085 0.2 -0.2 -0.8 0.72
H -1.223 1.244 2.564 0.1 0.3 -0.3 -0.02
H 0.547 -0.103 0.269 -0.5 -0.2 0.2 -0.03
H 0.765 1.358 1.142 -0.2 0.3 0.0 0.03
H 0.771 1.255 -0.622 -0.5 0.7 0.0 -0.31
H -1.293 3.018 -0.628 0.0 -0.2 0.0 0.37
H -0.854 3.200 1.009 -0.2 -0.3 0.4 -0.16
H -2.579 2.871 0.529 0.2 0.3 0.4 0.50
H -5.420 0.658 -0.890 -0.1 0.0 0.5 0.57
H -4.133 1.434 -1.725 0.2 0.3 0.1 -0.82
H -4.275 1.775 0.023 -0.4 0.1 0.0 0.06
O -6.604 -3.462 -0.957 -0.1 -0.1 0.0 -0.67
H -5.876 -3.989 -0.613 0.0 0.1 0.0 0.31
H -6.470 -3.458 -1.911 0.0 0.1 0.0 0.33
O -6.147 1.664 -3.595 -0.4 0.2 -0.1 -0.75
H -6.896 1.764 -2.993 0.2 0.1 0.2 0.33
H -5.372 1.790 -3.036 0.0 -0.1 -0.1 0.38
O -0.208 -2.150 -2.001 -0.5 0.3 -0.1 -0.67
H -0.433 -2.661 -2.783 0.1 -0.1 0.0 0.25
H -0.805 -1.370 -2.041 0.3 0.4 0.0 0.28
O 3.045 0.741 3.816 -0.2 0.2 0.4 -0.64
H 2.404 1.161 3.233 0.2 -0.1 -0.2 0.29
H 2.636 -0.096 4.059 0.1 -0.1 -0.2 0.31
O -2.068 5.438 1.977 -0.2 0.1 0.2 -0.66
H -1.153 5.253 1.751 0.0 0.0 0.0 0.33
H -2.527 5.344 1.125 0.3 0.1 0.0 0.40
O -3.004 -3.277 4.134 -0.1 -0.1 0.0 -0.67
H -3.461 -2.820 3.420 0.1 0.0 0.0 0.35
H -2.512 -3.979 3.695 0.1 0.1 -0.1 0.33
O -5.989 -0.775 -4.926 -0.3 -0.6 -0.1 -0.71
H -5.059 -0.605 -4.718 -0.1 0.3 0.0 0.36
H -6.457 -0.077 -4.450 0.4 0.1 -0.1 0.39
O -3.166 -0.062 -4.651 0.2 -0.1 -0.3 -0.66
H -2.822 -0.956 -4.742 0.1 0.0 0.0 0.30
H -2.476 0.411 -4.160 -0.2 0.0 0.5 0.24
O -1.091 2.879 5.319 0.0 -0.1 0.0 -0.66
H -1.259 2.863 4.369 -0.1 0.1 0.0 0.37
H -0.874 1.968 5.543 0.0 0.0 0.0 0.32
O 2.754 3.537 1.664 -0.2 0.2 0.3 -0.60
H 1.951 3.542 2.195 0.0 0.0 -0.1 0.25
H 3.432 3.902 2.241 0.1 -0.1 -0.1 0.28
O -7.730 1.543 -1.184 -0.4 0.0 0.2 -0.65
H -7.831 2.102 -0.407 0.1 0.0 -0.1 0.30
H -7.810 0.643 -0.848 0.1 0.0 -0.1 0.31
O -3.062 5.197 -0.689 -0.1 0.1 0.0 -0.75
H -2.723 4.629 -1.407 -0.2 0.0 0.0 0.37
H -3.817 4.714 -0.335 0.0 -0.1 -0.3 0.33
O 3.244 2.129 -0.834 -0.1 0.4 0.2 -0.55
H 3.032 2.667 -0.058 0.1 -0.2 -0.1 0.32
H 2.452 2.176 -1.376 0.0 -0.1 -0.3 0.28
O -2.391 3.173 -2.895 -0.3 1.0 0.2 -0.85
H -1.486 3.478 -3.029 0.1 -0.2 -0.1 0.37
H -2.308 2.476 -2.221 0.4 -0.9 -0.4 -0.02
O -0.627 -2.832 0.697 -0.1 -0.3 0.0 -0.78
H -0.827 -2.032 1.182 0.0 0.2 0.0 0.27
H -0.479 -2.522 -0.217 0.1 -0.2 0.0 0.33
O 0.748 2.140 -2.963 -0.2 0.5 0.2 -0.74
H -0.013 1.831 -2.435 -0.1 -0.6 -0.1 0.34
H 0.615 1.742 -3.827 0.0 -0.2 0.0 0.29
```
Forces are in eV/Å.